{
  "formula": "C26H68Br6N9O9P3",
  "method": "ωB97M-V/def2-TZVPD",
  "species": ["C", "Br", "Br", "Br", "H", "C", "Br", "Br", "Br", "H", "O", "P", "N", "C", "C", "N", "C", "C", "N", "C", "C", "H", "H", "H", "H", "H", "H", "H", "H", "H", "H", "H", "H", "H", "H", "H", "H", "H", "H", "O", "P", "N", "C", "C", "N", "C", "C", "N", "C", "C", "H", "H", "H", "H", "H", "H", "H", "H", "H", "H", "H", "H", "H", "H", "H", "H", "H", "H", "O", "P", "N", "C", "C", "N", "C", "C", "N", "C", "C", "H", "H", "H", "H", "H", "H", "H", "H", "H", "H", "H", "H", "H", "H", "H", "H", "H", "H", "C", "O", "C", "O", "O", "C", "H", "H", "H", "H", "H", "H", "C", "O", "C", "O", "O", "C", "H", "H", "H", "H", "H", "H"],
  "xyz": [[-1.421590, 1.188555, 2.924379], [-1.074360, 3.099245, 3.550669], [-0.599370, 0.665565, 1.220859], [-3.364740, 0.824805, 3.040299], [-1.039660, 0.469175, 3.648739], [-4.286880, -0.369745, -2.651011], [-4.027080, -0.537515, -4.581381], [-4.178120, -2.172865, -1.879701], [-6.026330, 0.426545, -2.291321], [-3.509080, 0.306285, -2.295901], [-0.988620, 4.075045, -6.340861], [-0.106350, 5.156785, -5.878981], [-0.130400, 6.471915, -6.951201], [0.714600, 7.683915, -6.867551], [-0.950320, 6.427345, -8.152101], [1.629570, 4.847275, -5.481711], [2.186290, 3.574015, -5.393571], [2.467610, 5.830425, -4.709501], [-0.703020, 5.726295, -4.374931], [-1.691990, 6.750035, -4.394031], [-0.956910, 4.726085, -3.330631], [0.410720, 8.178375, -5.944911], [0.584290, 8.361485, -7.711371], [1.773230, 7.438955, -6.781531], [-1.474160, 5.494325, -8.359901], [-0.232210, 6.636695, -8.944941], [-1.798210, 7.093585, -7.993041], [1.460400, 2.800235, -5.643451], [2.941390, 3.545455, -6.179131], [2.643060, 3.356035, -4.428201], [1.720910, 6.441825, -4.202811], [3.220460, 5.381215, -4.061791], [2.974940, 6.510125, -5.394131], [-1.802220, 7.119015, -3.374321], [-1.380980, 7.624765, -4.965191], [-2.672400, 6.569635, -4.834881], [-0.090860, 4.066655, -3.273951], [-1.917970, 4.256555, -3.540441], [-1.086210, 5.132255, -2.327431], [3.552340, -5.104205, -5.800741], [2.299090, -4.270825, -5.835981], [1.995000, -3.467025, -4.305231], [2.987590, -2.532905, -3.837901], [1.180080, -4.125655, -3.278011], [0.863670, -5.064035, -6.255461], [-0.517310, -4.550415, -6.304731], [0.948120, -6.237525, -7.156281], [2.326180, -3.037195, -7.039671], [3.300410, -3.145205, -8.079051], [1.195200, -2.153975, -7.334701], [3.595990, -3.118125, -3.148351], [2.501350, -1.738335, -3.271931], [3.626870, -2.202185, -4.656461], [0.205780, -4.441005, -3.651371], [0.805600, -3.510515, -2.459801], [1.531350, -5.104515, -2.951611], [-1.250670, -5.346765, -6.177841], [-0.798840, -3.738235, -5.634501], [-0.684540, -4.179205, -7.315841], [1.938960, -6.298565, -7.606401], [0.694640, -7.162925, -6.639101], [0.240920, -6.217435, -7.985481], [2.969340, -3.801275, -8.884071], [3.404460, -2.198725, -8.609571], [4.264560, -3.588175, -7.829441], [1.432520, -1.185005, -7.773901], [0.693260, -1.949195, -6.389071], [0.562130, -2.654815, -8.067141], [-0.552880, -2.601305, 7.049899], [-1.031960, -4.015485, 7.070279], [-0.863250, -4.784055, 5.503469], [-1.840560, -4.523125, 4.473839], [0.396960, -5.499925, 5.076149], [-2.684550, -4.180045, 7.540189], [-3.529250, -5.364005, 7.406539], [-3.370750, -3.199225, 8.382349], [-0.137360, -5.112655, 8.124729], [-0.482870, -6.545985, 8.245459], [1.143360, -4.717685, 8.557049], [-1.360960, -3.739805, 3.886899], [-2.772250, -4.072325, 4.815659], [-2.029440, -5.429495, 3.898589], [0.998270, -5.765605, 5.945599], [1.033200, -4.899665, 4.425779], [0.087640, -6.367345, 4.493059], [-3.626700, -5.934515, 8.330189], [-4.524380, -5.120145, 7.034589], [-3.147110, -5.998975, 6.607239], [-4.151120, -3.676655, 8.974949], [-2.668980, -2.594185, 8.956399], [-3.812530, -2.392895, 7.796879], [-0.306270, -6.943925, 9.244739], [-1.500720, -6.771325, 7.927179], [0.164980, -7.143325, 7.603919], [1.087130, -3.629775, 8.594479], [1.918660, -5.030245, 7.857539], [1.396750, -5.176735, 9.512639], [-5.488250, 11.155035, 7.775109], [-4.798520, 9.948745, 8.322209], [-4.172730, 9.135055, 7.442309], [-4.313820, 9.006695, 6.242769], [-3.400770, 8.191915, 8.163839], [-2.688490, 7.196315, 7.472369], [-5.479740, 11.124495, 6.685579], [-5.109090, 12.050445, 8.267609], [-6.559200, 11.115895, 7.974229], [-3.382510, 6.786085, 6.738799], [-2.374550, 6.369315, 8.109239], [-1.858730, 7.630855, 6.914899], [6.404620, -3.930715, 2.025359], [5.802670, -3.487305, 3.184049], [5.142810, -2.355955, 3.260409], [5.008500, -1.595255, 2.306159], [4.690980, -2.120775, 4.581469], [4.129500, -0.837885, 4.831969], [5.657230, -4.007435, 1.235669], [7.004780, -4.829285, 2.168529], [7.069560, -3.095355, 1.805979], [3.168310, -0.777715, 4.321489], [4.717710, -0.015285, 4.425229], [3.915170, -0.479865, 5.838939]],
  "atomic_forces_ev_per_a": [[-0.508, 0.247, 0.408], [-0.110, -1.838, -0.767], [-0.541, 0.616, 0.795], [0.868, 0.290, -0.416], [0.288, 0.652, -0.020], [-0.461, -0.472, -0.629], [0.029, 0.181, 0.400], [0.140, 0.872, -0.004], [0.530, -0.143, 0.046], [-0.201, -0.434, 0.202], [0.908, -0.660, -0.558], [1.529, 1.365, 1.496], [0.528, -1.081, 0.793], [-0.307, -0.885, 1.097], [-0.276, -0.311, 0.348], [-2.387, 2.409, 0.600], [0.347, -1.901, -1.403], [-1.904, 0.608, -1.382], [0.877, 0.099, -0.374], [-0.255, 1.730, -0.019], [0.122, 0.170, -0.501], [0.288, 0.554, -0.045], [-0.273, -0.288, 0.010], [-0.024, -0.042, -0.155], [0.684, -0.411, 0.359], [-0.804, 0.350, -0.555], [0.229, 0.769, -0.697], [-0.054, -0.105, 0.104], [0.613, -0.712, 0.139], [-0.076, -0.070, 0.140], [0.451, 0.160, 0.704], [-0.462, -0.257, 0.072], [0.324, -0.110, -0.047], [-0.328, -0.034, 0.078], [0.432, 0.004, -0.032], [-0.300, -0.871, 0.194], [-0.356, -0.434, -0.154], [0.191, -0.756, -0.107], [0.281, 0.684, -0.093], [-1.892, 1.018, -0.636], [-0.334, 1.105, 0.534], [-1.655, -1.035, -2.289], [0.276, -1.030, 0.555], [-1.064, -0.799, -0.842], [-0.502, -0.992, 0.518], [0.243, 0.381, -0.461], [0.546, 0.067, 0.292], [1.216, 0.280, 1.734], [0.209, -0.394, -1.511], [0.130, -0.890, 0.456], [0.594, 0.423, 0.281], [0.172, 0.314, -0.259], [-0.226, 0.289, 0.098], [-0.089, 0.168, -0.821], [1.024, 0.443, 0.166], [0.819, 0.242, 0.547], [0.216, -0.272, 0.331], [0.553, -0.105, 0.259], [-0.234, 0.129, -0.101], [0.051, -0.225, 0.237], [0.303, -0.087, 0.249], [-0.142, 0.676, -0.041], [-0.422, -0.403, -0.308], [0.385, 0.310, 0.391], [-0.076, 0.440, 0.662], [0.742, -0.053, 0.102], [-0.371, -0.103, -0.210], [-0.491, 0.129, 0.085], [-0.541, -1.305, 0.791], [0.214, -2.007, -0.584], [0.009, -0.559, 2.890], [0.998, 0.857, -0.323], [-1.451, 0.924, 0.413], [0.477, -0.148, -0.434], [0.655, -0.201, -1.199], [0.914, 1.277, -0.520], [-2.857, 0.317, -1.179], [0.413, 0.586, -0.720], [0.688, 0.398, -0.037], [-0.408, -0.068, -0.999], [0.058, -0.341, 0.434], [-0.114, 0.081, -0.180], [-0.271, -0.155, -0.075], [-0.101, 0.367, -0.055], [0.126, -0.260, 0.205], [0.053, -0.012, 0.118], [-0.170, 0.416, 0.251], [0.284, -0.242, 0.192], [0.336, 0.050, 0.182], [0.129, -0.550, 0.602], [-0.555, -0.239, -0.451], [-0.183, 0.406, 0.280], [0.094, 0.271, 0.209], [0.188, -0.141, -0.282], [0.692, -0.008, 0.327], [0.442, 0.069, -0.165], [-0.104, 0.262, 0.269], [-0.312, -1.245, -0.186], [0.316, 0.611, -1.043], [0.379, -2.813, -0.131], [0.045, 1.203, 1.342], [-1.260, 2.576, 1.011], [-0.757, -0.092, -1.713], [0.767, 0.302, 0.080], [0.419, -0.285, -0.333], [0.083, -0.485, 0.599], [0.191, -0.267, -0.245], [-0.051, 0.577, 0.441], [0.181, -0.084, 0.177], [0.661, 1.569, -1.609], [-1.329, -1.023, 3.733], [-0.424, 2.273, -0.545], [-0.161, -0.998, 1.893], [1.263, -0.897, -1.337], [-0.922, 1.441, -1.575], [0.210, -0.293, -0.139], [-0.521, 0.025, 0.393], [0.384, -0.309, -0.919], [-0.082, -0.019, -0.109], [0.375, -0.305, -0.340], [0.519, -1.476, 0.553]],
  "homo_lumo_gap_ev": 7.486,
  "e_above_lowest_kcal_mol": 0.00,
  "lumo_ev": -0.6
}

=====

{
  "formula": "C19H33Br2N2O3",
  "method": "ωB97M-V/def2-TZVPD",
  "species": ["C", "C", "N", "C", "C", "C", "N", "C", "C", "C", "Br", "C", "C", "Br", "H", "H", "H", "H", "H", "H", "H", "H", "H", "H", "H", "H", "H", "H", "H", "C", "C", "O", "C", "H", "H", "H", "H", "H", "H", "C", "C", "O", "C", "H", "H", "H", "H", "H", "H", "C", "C", "O", "C", "H", "H", "H", "H", "H", "H"],
  "xyz": [[2.327598, 0.161845, 2.072628], [1.163128, 0.018770, 1.124855], [-0.015329, 0.413507, 1.340692], [1.430080, -0.656421, -0.219459], [0.301914, -1.597521, -0.617832], [-0.274111, -1.485635, -2.029301], [-1.127446, -2.707327, -2.030196], [-0.738505, -3.589845, -1.196324], [0.457949, -3.130007, -0.413821], [1.680763, -3.885853, -0.910883], [2.652027, -3.142203, -2.344765], [2.020472, -5.055530, -0.358611], [1.270864, -5.674730, 0.795800], [3.499170, -6.037897, -0.953476], [2.263373, -0.610220, 2.843159], [3.289313, 0.069962, 1.570522], [2.282886, 1.127612, 2.576010], [-0.132216, 0.881946, 2.239395], [2.406988, -1.139004, -0.234616], [1.480322, 0.144850, -0.962926], [-0.548002, -1.357673, 0.030557], [-0.854790, -0.587770, -2.213182], [0.463595, -1.659713, -2.808443], [-1.922114, -2.820453, -2.650177], [-1.236824, -4.548779, -1.113409], [0.332791, -3.349822, 0.647300], [0.207677, -5.789660, 0.578684], [1.369286, -5.057678, 1.691996], [1.667944, -6.657321, 1.028017], [0.136798, -2.940369, -6.043181], [0.198565, -1.432066, -6.089126], [-0.260446, -0.744525, -5.202421], [0.861590, -0.826621, -7.296724], [-0.362251, -3.267725, -5.132634], [-0.407652, -3.320506, -6.908687], [1.143736, -3.359585, -6.077420], [0.341361, -1.137636, -8.204214], [1.892529, -1.176852, -7.373006], [0.847750, 0.257276, -7.221781], [-3.529129, 3.036821, 1.816133], [-2.747747, 2.771620, 3.076644], [-1.681135, 2.195415, 3.047300], [-3.348668, 3.272515, 4.361433], [-2.993339, 2.634277, 0.959783], [-4.517245, 2.578059, 1.884769], [-3.669401, 4.112032, 1.692122], [-4.327991, 2.824449, 4.536064], [-3.476830, 4.354592, 4.291560], [-2.688981, 3.039732, 5.194069], [0.535274, 4.907270, 2.589829], [-0.292028, 5.699999, 3.573249], [-1.397803, 6.101022, 3.292952], [0.328411, 5.958687, 4.923608], [-0.015133, 4.783914, 1.660392], [1.478414, 5.420822, 2.394108], [0.765906, 3.926256, 3.009563], [1.263533, 6.509333, 4.807618], [0.560721, 5.011768, 5.414616], [-0.357607, 6.532595, 5.541188]],
  "atomic_forces_ev_per_a": [[-0.096, 0.194, 0.028], [0.106, -0.108, -0.106], [0.016, -0.168, 0.071], [0.077, -0.026, -0.124], [-0.212, -0.113, 0.006], [0.208, -0.314, 0.211], [-0.045, 0.182, -0.135], [-0.016, -0.081, 0.100], [-0.045, 0.272, 0.130], [-0.027, -0.155, 0.174], [0.024, -0.023, -0.122], [-0.138, 0.134, 0.066], [0.021, 0.038, -0.007], [0.094, -0.031, -0.037], [0.058, -0.035, -0.049], [-0.007, -0.001, -0.002], [0.020, -0.026, 0.024], [-0.123, 0.076, -0.101], [-0.055, -0.083, 0.029], [0.104, 0.023, 0.030], [0.104, 0.222, 0.040], [-0.067, -0.047, -0.053], [-0.104, 0.416, -0.149], [0.090, -0.091, -0.085], [0.017, -0.007, -0.058], [-0.054, -0.163, -0.053], [0.011, 0.002, -0.004], [0.004, 0.002, -0.007], [0.001, -0.010, -0.016], [-0.046, 0.051, 0.100], [0.051, 0.047, -0.135], [-0.030, -0.203, 0.174], [-0.035, 0.096, 0.062], [0.010, -0.013, -0.003], [0.034, -0.005, -0.024], [-0.002, -0.008, -0.039], [0.026, -0.035, -0.007], [-0.011, -0.035, -0.028], [0.003, -0.003, -0.006], [0.082, -0.040, -0.033], [-0.059, 0.046, -0.051], [0.056, 0.048, 0.144], [0.165, 0.031, 0.072], [-0.005, -0.001, -0.001], [-0.020, 0.041, 0.015], [-0.022, 0.003, 0.023], [-0.026, 0.027, -0.070], [-0.051, -0.003, 0.012], [-0.010, -0.008, 0.003], [-0.059, 0.019, -0.051], [0.046, -0.050, 0.006], [-0.077, -0.088, -0.004], [-0.090, 0.056, 0.005], [0.002, -0.009, 0.003], [0.019, -0.015, 0.032], [0.013, 0.008, 0.013], [0.024, -0.035, 0.001], [0.038, -0.003, -0.016], [0.005, 0.000, 0.001]],
  "homo_lumo_gap_ev": 7.253,
  "lumo_ev": -3.9,
  "total_charge": 1
}

=====

{
  "formula": "C6H13NO",
  "method": "ωB97M-V/def2-TZVPD",
  "species": ["C", "C", "C", "C", "C", "C", "O", "N", "H", "H", "H", "H", "H", "H", "H", "H", "H", "H", "H", "H", "H"],
  "xyz": [[-1.780318, 0.008223, -0.057735], [0.283895, -0.105370, -0.179336], [0.291079, 1.284316, 0.025053], [-2.211346, -1.390169, 0.304048], [0.909381, -1.005946, 0.833278], [2.282777, 1.598673, -0.424805], [-2.241600, 0.447589, -1.299471], [3.185624, 0.727694, -0.367440], [-2.058058, -0.233603, -1.957703], [-2.108683, 0.741994, 0.677180], [0.421583, -0.416678, -1.213026], [4.152113, 1.060189, -0.470036], [0.260945, 1.637503, 1.051058], [-0.180630, 1.916032, -0.719303], [2.490635, 2.664038, -0.656443], [-3.300970, -1.495148, 0.244339], [-1.759588, -2.129086, -0.363220], [-1.918512, -1.625968, 1.326226], [0.657205, -2.051201, 0.656481], [1.998564, -0.907286, 0.743086], [0.625904, -0.725795, 1.847771]],
  "atomic_forces_ev_per_a": [[2.203, -1.737, -0.477], [-4.795, -1.183, 0.282], [5.542, 2.098, -0.978], [-0.338, 0.061, -0.009], [0.277, -0.052, -0.011], [-1.906, 1.083, 0.706], [0.114, 0.067, -0.052], [-0.421, -0.320, 0.374], [-0.035, 0.046, 0.083], [0.464, 0.099, 0.024], [-0.101, -0.001, 0.010], [-0.459, 0.181, -0.365], [-0.128, 0.047, -0.043], [-0.101, -0.035, 0.136], [-0.032, -0.232, 0.096], [0.023, 0.007, -0.013], [-0.017, 0.017, 0.024], [0.106, -0.038, 0.000], [-0.100, -0.024, 0.066], [-0.232, -0.063, 0.087], [-0.061, -0.020, 0.060]],
  "homo_lumo_gap_ev": 8.167,
  "e_above_lowest_kcal_mol": 116.56,
  "lumo_ev": 1.0
}

=====

{
  "formula": "C3H6N4",
  "method": "ωB97M-V/def2-TZVPD",
  "species": ["C", "N", "N", "N", "N", "C", "C", "H", "H", "H", "H", "H", "H"],
  "xyz": [[2.483936, -0.129507, 0.301002], [1.474305, 0.640418, 0.120967], [0.222027, 0.385549, -0.480403], [-0.692949, 1.330543, 0.067792], [-0.480793, -0.892440, -0.520118], [-1.592842, -1.172845, 0.353248], [-2.017310, -0.982917, -0.836917], [3.429720, 0.449570, 0.655048], [2.621445, -1.268471, 0.111609], [-0.812131, 2.287478, -0.490401], [-0.518680, 1.481467, 1.027234], [-1.553534, -1.443770, 1.372706], [-2.563194, -0.685074, -1.681768]],
  "atomic_forces_ev_per_a": [[0.820, -0.418, -0.113], [-0.061, -1.256, -0.291], [-1.469, 2.255, 0.882], [-0.864, 2.496, -2.800], [1.298, -2.455, -0.971], [0.606, 0.259, -0.123], [2.356, 1.089, 0.876], [-1.785, -1.210, -0.495], [-0.650, 2.009, 0.171], [0.939, -2.990, 1.630], [0.374, 0.526, 1.020], [-0.759, -0.182, 0.768], [-0.803, -0.124, -0.555]],
  "homo_lumo_gap_ev": 9.558,
  "smiles": "C=NN(N)N1C=C1",
  "e_above_lowest_kcal_mol": 188.84,
  "lumo_ev": 1.2
}